Computed, not measured: 8 unconnected molecules or ions with the total composition C28H34N8O6 in a non-equilibrium geometry, with ωB97M-V/def2-TZVPD.

Bonds (Å) are listed after each position.
CARTESIAN COORDINATES (ANGSTROEM)
1 N -2.46189 2.58819 -2.47930  C44 1.330, C72 1.331
2 N 0.03636 -0.20241 -0.14900  C14 1.493, O33 1.216, O61 1.237
3 O 1.03887 2.66455 0.84710  N27 1.221
4 N 0.75277 2.77270 3.79666  O46 1.248, C63 1.492, O65 1.190
5 C 4.15252 0.82872 1.66036  H10 1.079, C26 1.415, C50 1.388
6 C 0.30439 -3.44312 5.51897  H16 1.060, C41 1.326, C48 1.352
7 H 2.69015 -1.43014 3.34353  C8 1.090
8 C 1.97120 -2.01743 3.91468  H7 1.090, C9 1.383, N70 1.337
9 C 0.70813 -2.36452 3.47132  C8 1.383, H19 1.099, C41 1.356
10 H 3.13972 0.98194 1.99916  C5 1.079
11 H -0.49035 -5.79326 -4.24210  C29 1.068
12 C -3.48173 -1.71173 -1.81249  H24 1.086, C67 1.426, C68 1.349
13 C -1.18863 -3.95005 -4.85075  C29 1.383, C40 1.375, H56 1.098
14 C -0.57403 0.65371 -1.20893  N2 1.493, H25 1.106, H71 1.072, H74 1.111
15 C 5.71830 -0.28423 0.22849  C26 1.346, C55 1.360, H57 1.081
16 H -0.33394 -3.89447 6.23448  C6 1.060
17 H 0.72145 -4.79944 -2.21594  C20 1.089
18 H 7.76027 0.14723 0.58583  C55 1.104
19 H 0.33635 -2.02267 2.49540  C9 1.099
20 C 0.15460 -4.21760 -2.94082  H17 1.089, C21 1.385, C29 1.339
21 C 0.24022 -2.83530 -2.90999  C20 1.385, N34 1.358, H47 1.063
22 H -0.45050 3.02671 -2.58626  C72 1.079
23 H -4.48565 2.42354 -2.17914  C44 1.098
24 H -2.71231 -1.28070 -2.44616  C12 1.086
25 H -0.54975 0.17488 -2.20528  C14 1.106
26 C 4.44678 -0.08758 0.62337  C5 1.415, C15 1.346, H45 1.049
27 N 1.57485 3.44237 0.07302  O3 1.221, O28 1.205, C60 1.505
28 O 1.61472 3.31294 -1.12447  N27 1.205
29 C -0.53735 -4.76791 -3.94591  H11 1.068, C13 1.383, C20 1.339
30 H 0.41345 0.99288 2.73821  C63 1.084
31 H 5.07850 2.26747 2.93236  C50 1.078
32 H -4.94089 4.82963 -3.04134  C36 1.083
33 O 1.15328 -0.64251 -0.34307  N2 1.216
34 N -0.42550 -1.97531 -3.72292  C21 1.358, C40 1.325
35 C -4.43416 -3.50960 -0.61132  C37 1.385, H62 1.111, C68 1.364
36 C -3.94329 4.43713 -2.88441  H32 1.083, C43 1.413, C44 1.410
37 C -5.61747 -2.80122 -0.48934  C35 1.385, H49 1.062, N59 1.365
38 H -0.96187 1.97971 2.84774  C63 1.094
39 C -1.55293 4.79742 -2.93720  C43 1.372, H58 1.080, C72 1.398
40 C -1.10939 -2.58812 -4.67823  C13 1.375, N34 1.325, H42 1.099
41 C -0.07352 -3.10851 4.29325  C6 1.326, C9 1.356, H69 1.060
42 H -1.56704 -1.89021 -5.39390  C40 1.099
43 C -2.82592 5.25792 -3.15895  C36 1.413, C39 1.372, H52 1.090
44 C -3.68846 3.10213 -2.50994  N1 1.330, H23 1.098, C36 1.410
45 H 3.67023 -0.66649 0.22049  C26 1.049
46 O 1.88627 2.44371 4.20209  N4 1.248
47 H 0.82761 -2.30775 -2.19756  C21 1.063
48 C 1.53258 -3.01361 5.88546  C6 1.352, H51 1.088, N70 1.321
49 H -6.51181 -3.23978 -0.12220  C37 1.062
50 C 5.24405 1.49735 2.19696  C5 1.388, H31 1.078, N53 1.342
51 H 1.84019 -3.29416 6.89031  C48 1.088
52 H -3.01765 6.28951 -3.45530  C43 1.090
53 N 6.51864 1.28670 1.83345  C50 1.342, C55 1.340
54 H -4.87433 -0.05722 -2.04548  C67 1.077
55 C 6.71804 0.38052 0.86641  C15 1.360, H18 1.104, N53 1.340
56 H -1.74792 -4.32440 -5.71775  C13 1.098
57 H 5.80199 -1.01143 -0.56670  C15 1.081
58 H -0.64730 5.35444 -3.12949  C39 1.080
59 N -5.78866 -1.58658 -1.08799  C37 1.365, C67 1.319
60 C 2.41953 4.51824 0.69977  N27 1.505, H66 1.109, H73 1.132, H75 1.086
61 O -0.54061 -0.38755 0.92900  N2 1.237
62 H -4.32247 -4.51774 -0.15864  C35 1.111
63 C -0.12116 1.61570 3.44638  N4 1.492, H30 1.084, H38 1.094, H64 1.099
64 H -0.45784 1.09933 4.35659  C63 1.099
65 O 0.38493 3.88661 3.59738  N4 1.190
66 H 1.92517 4.73645 1.66877  C60 1.109
67 C -4.70978 -1.02086 -1.59428  C12 1.426, H54 1.077, N59 1.319
68 C -3.38099 -2.94072 -1.26563  C12 1.349, C35 1.364, H76 1.107
69 H -1.08482 -3.21923 3.99735  C41 1.060
70 N 2.39778 -2.35323 5.13639  C8 1.337, C48 1.321
71 H -1.53737 0.91025 -0.81426  C14 1.072
72 C -1.44784 3.42921 -2.66875  N1 1.331, H22 1.079, C39 1.398
73 H 3.40758 4.00291 0.89933  C60 1.132
74 H 0.07171 1.55646 -1.16484  C14 1.111
75 H 2.40434 5.40076 0.06642  C60 1.086
76 H -2.46044 -3.53110 -1.44048  C68 1.107

Results
Relative energy (zero: lowest compared OMol25 entry of this formula, charge and spin) ... 0.565 eV
Orbital gap ... 9.31 eV
Charge ... 0
F_max ... 3.21 eV Å⁻¹
E_HOMO ... -9.5 eV